1.
Below is the molecule C3H4N2O2S at a distorted geometry, with properties calculated with wB97M-V/def2-TZVPD.

For the gap between HOMO and LUMO, the calculation gives 9.684 eV. The value obtained for the strongest force on any atom is 2.37 eV Å⁻¹. The structure (SMILES) is C1=N\OCS/N=C\O/1. The calculation puts the relative energy (zero: lowest compared OMol25 entry of this formula, charge and spin) at 100.19 kcal/mol.

```
12
C3H4N2O2S, DFT wB97M-V/def2-TZVPD
N 1.74563 0.95475 0.13528
N -1.72645 -0.65057 -0.02116
S 1.91244 -0.64955 -0.45068
O -0.72724 -1.45713 -0.59688
C 0.67494 1.56745 -0.08819
O -0.39746 1.07336 -0.80279
H 0.78973 -2.58417 0.11459
H 0.28843 -1.26147 1.21864
H -2.15892 1.31725 0.25864
H 0.59537 2.62264 0.18457
C -1.45206 0.60634 -0.13295
C 0.45559 -1.53889 0.18094
```


2.
Below is a 2-piece molecular cluster, C3H7N2O3 overall, with properties calculated with wB97M-V/def2-TZVPD.

As for the net charge: -1. For the gap between HOMO and LUMO, the calculation gives 8.774 eV. The value obtained for the strongest force on any atom is 0.91 eV Å⁻¹. The calculation puts the relative energy (zero: lowest compared OMol25 entry of this formula, charge and spin) at 16.95 kcal/mol.

```
15
C3H7N2O3, DFT wB97M-V/def2-TZVPD
C -0.00072 0.25546 -2.04059
H 1.15505 1.73090 1.99525
H -0.22177 1.46741 -3.69546
H 0.23494 -2.01168 1.34970
H -1.32797 -1.35102 1.00243
C -0.45605 -1.21421 1.63509
O 0.77170 0.43908 3.48785
H 0.22442 0.38500 0.32471
N -0.01250 0.51828 -3.43585
H -0.69518 -1.22939 2.69300
O 0.48242 1.15715 -1.30515
N 0.12249 0.08806 1.32347
C 0.72886 0.76724 2.30547
O -0.45556 -0.85056 -1.67886
H -0.55011 -0.15172 -3.96106
```


3.
Below is a 8-piece molecular cluster, C26H50N5O10 overall at a distorted geometry, with properties calculated with wB97M-V/def2-TZVPD.

As for the net charge: -3. For the gap between HOMO and LUMO, the calculation gives 5.062 eV. The value obtained for the strongest force on any atom is 5.77 eV Å⁻¹. The calculation puts the relative energy (zero: lowest compared OMol25 entry of this formula, charge and spin) at 0.00 kcal/mol.

```
91
C26H50N5O10, DFT wB97M-V/def2-TZVPD
H -0.00735 1.14664 1.39634
H 0.66025 4.09896 4.16166
C -2.55310 1.41171 1.55331
C 3.55582 3.11365 1.49887
H 1.67957 2.00475 4.25285
O -3.80800 0.18992 3.20438
C -1.48037 -4.71752 -2.01052
O 2.03101 -6.12866 -0.40370
H 2.19662 -0.45613 -3.04010
H 2.06915 3.33165 -1.82770
H -5.87844 0.10779 1.46576
C 4.29712 4.33628 2.12331
C -1.77788 -3.36080 -1.40470
C 1.87841 2.51358 -2.52231
C 0.77861 -4.13490 2.51197
C 3.28996 1.86370 -2.79877
C -2.71342 -1.14525 -1.48163
H -1.85985 2.91820 0.13432
N -1.42055 3.21668 -2.63209
H -2.68822 -1.14638 -0.39192
H 0.68502 1.41933 -0.16180
N -2.84894 -2.55410 -1.99431
H -4.33801 -2.95778 -0.51368
H -0.81454 -2.85321 -1.45406
H -2.15013 3.05417 -1.95283
H 2.84603 3.13242 4.30364
H -0.57252 2.77263 -2.30995
C -3.88765 0.73137 2.04424
H -6.14025 -2.63531 -1.87167
H 1.47092 4.53551 2.59521
C -1.49933 -0.40063 -1.92123
H 4.00154 2.62723 -3.11307
H -2.34286 -5.37536 -1.90342
C 1.89284 -3.90204 -0.26265
H 2.60229 -1.86870 -2.95427
C 1.73024 -5.11254 0.30783
H -1.65274 0.00258 -2.92223
H 1.70007 1.13121 1.11518
H -3.54104 -0.45476 -1.64405
O 0.30910 -1.78571 2.37120
O 3.30941 0.80419 -3.73491
C -5.22986 -2.59541 -2.46976
H -4.21834 -4.28150 -1.57925
C 0.78447 -2.81032 1.86493
H 5.16858 3.86008 2.57263
O 0.77703 1.73560 -2.03695
H -1.68132 2.77483 -3.50207
O -3.85905 3.07998 -1.41535
H 0.41482 -4.12978 3.52884
H -1.98899 -3.54245 -0.35088
H 4.54799 0.94825 2.08007
H 1.80479 -1.44295 -1.69724
H -0.59577 -5.12122 -1.51796
C 3.80277 1.10249 2.86042
C -3.88116 2.33209 -0.32297
N 0.76322 1.00947 0.75798
C 2.18329 2.68299 3.56413
C -5.10993 1.55493 0.09873
N 1.79495 -1.31792 -2.69942
C 3.05854 -0.21180 3.29296
O 0.86084 -6.34803 2.35081
H 0.78696 0.00200 0.69052
H 0.21521 3.18132 2.70685
H -1.26198 0.32422 -1.14254
H 3.71006 1.55931 -1.84015
H -1.32093 -4.58800 -3.08099
H 1.51454 3.00616 -3.42402
N 2.89686 2.06968 2.37843
H 4.39794 1.63894 3.59941
H -1.28139 4.20073 -2.81202
O 1.59452 -1.57497 -0.19048
H 2.33872 -3.77009 -1.23743
H 4.66820 4.97164 1.31913
C 1.11845 -5.21271 1.75603
H 1.01386 -1.66744 -3.23592
C 1.44558 -2.65915 0.41297
H 4.20712 2.61320 0.78232
O -1.43234 1.09608 2.00703
H -5.21780 -3.20309 -3.37457
H 2.74359 3.47967 0.87083
H 3.77833 -1.02318 3.40096
C -5.06790 0.77240 1.20553
H 2.48387 -0.49831 2.41218
C -2.70775 2.27879 0.33083
C -4.12682 -3.19559 -1.55625
H -0.59010 -0.97564 -2.09662
C 1.01079 3.74742 3.19128
O -6.26503 1.50710 -0.54217
H 2.34300 -0.23373 4.11493
H 3.80165 4.93527 2.88740
H -5.20256 -1.53614 -2.72532
```


4.
Below is a 2-piece molecular cluster, C5H13N2O overall at a distorted geometry, with properties calculated with wB97M-V/def2-TZVPD.

As for the net charge: +1. For the gap between HOMO and LUMO, the calculation gives 8.620 eV. The value obtained for the strongest force on any atom is 5.43 eV Å⁻¹. The calculation puts the relative energy (zero: lowest compared OMol25 entry of this formula, charge and spin) at 120.29 kcal/mol.

```
21
C5H13N2O, DFT wB97M-V/def2-TZVPD
H -1.54278 -1.38609 -1.13701
H -3.16305 0.04916 0.05900
H 0.23744 -1.75178 -1.01818
H 2.47456 -1.40480 1.42556
H -3.00956 1.29322 1.23441
C -0.50974 -0.98017 -1.14557
H -0.40103 -0.75924 -2.20661
C -0.20540 0.13307 -0.14900
H 2.06604 -1.74120 -0.21839
H 3.54030 -1.25891 0.07175
C 2.01363 0.31561 0.20438
O -0.48413 1.38504 -0.73292
C -1.17333 0.19299 1.06523
H -0.47604 1.30191 -1.62989
N -2.49082 0.64315 0.52571
N 2.41296 1.44189 0.20337
H -0.74437 0.82949 1.82148
H -1.26146 -0.84259 1.58139
H 2.01864 2.31652 -0.19695
H -1.86888 1.21024 -0.10332
C 2.56703 -0.98749 0.34556
```


5.
Below is the molecule C9H8N2Se at a distorted geometry, with properties calculated with wB97M-V/def2-TZVPD.

For the gap between HOMO and LUMO (alpha / beta), the calculation gives 6.836 / 6.838 eV. The value obtained for the strongest force on any atom is 6.05 eV Å⁻¹. The calculation puts the relative energy (zero: lowest compared OMol25 entry of this formula, charge and spin) at 103.36 kcal/mol.

```
20
C9H8N2Se, DFT wB97M-V/def2-TZVPD
C -1.42852 -2.53359 1.37569
N -3.64881 0.63656 -1.79380
C 2.55697 2.29398 0.59638
H 1.70459 1.47353 -2.54677
C -2.53237 -1.89196 0.63070
C 0.17392 -0.35804 -0.19422
Se -0.32877 0.87071 -1.36140
C -3.15896 -0.09208 -0.99593
C -2.36846 -0.86291 -0.23401
H 0.62235 -2.95718 1.60537
C 1.42639 1.89597 -1.60959
H 2.99113 0.69162 -0.52141
N 0.47505 -1.17604 0.68239
C -0.07192 -2.22323 1.31972
H -3.53302 -1.96383 0.99046
C 2.47251 1.60784 -0.60019
H -1.62051 -3.37781 1.91742
H 3.21085 1.99761 1.43590
H 1.00745 2.85718 -1.60284
H 2.05015 3.11167 0.90613
```


6.
Below is an isolated ion of composition C17H24NO3 and charge +1 at a distorted geometry, with properties calculated with wB97M-V/def2-TZVPD.

As for the net charge: +1. For the gap between HOMO and LUMO, the calculation gives 7.817 eV. The value obtained for the strongest force on any atom is 1.35 eV Å⁻¹. The structure (SMILES) is O=C(/C=C/c1ccco1)OC[C@H]1CCC[N@H+]2CCCC[C@@H]12. The calculation puts the relative energy (zero: lowest compared OMol25 entry of this formula, charge and spin) at 10.75 kcal/mol.

```
45
C17H24NO3, DFT wB97M-V/def2-TZVPD
H 2.79615 0.02693 -4.27210
H 0.93195 -1.24877 0.38489
C 1.24787 0.40432 -2.81677
C 1.99886 -1.58279 -1.42773
H 3.58950 0.62617 -1.38122
C -4.51615 3.45396 3.10987
H 2.88678 1.61798 -3.52485
H 5.39414 -1.84178 -1.58036
H 4.21886 -3.07948 -1.09901
H -5.00001 4.40775 3.14829
C 4.36900 -1.44666 0.28908
C 3.66579 0.04635 -2.29932
C 0.98242 -1.05881 -2.45974
H -2.44193 -0.25799 2.38532
O -3.78226 1.44374 3.72063
H 4.65052 -0.39344 0.29781
C -0.48386 -1.27014 -2.03478
H 2.00829 0.08068 -0.02467
H 2.76646 -2.69630 0.99817
C -4.46560 2.51741 4.10766
N 3.38050 -1.37773 -1.99336
C -1.40754 -0.43742 -0.00681
H 5.10414 -1.98183 0.88976
H 3.39311 -1.86391 -2.89617
H 1.08016 1.03466 -1.94427
O -1.01133 -0.19094 -1.28682
C -3.80647 2.90355 2.03142
H -1.09907 -1.34016 -2.93687
C -3.36755 1.65782 2.44656
C 2.97482 -1.63164 0.87933
C -2.12810 0.69008 0.54618
H -3.63948 3.35285 1.07443
C -2.61797 0.63708 1.80164
C 2.67438 0.56738 -3.32991
H 1.86550 -2.66830 -1.34319
H -2.26713 1.53986 -0.10116
H 2.92663 -1.17718 1.86741
H -4.87121 2.51587 5.10063
O -1.14487 -1.47830 0.55557
H 4.68902 0.11847 -2.67404
C 1.91287 -1.00441 -0.02147
H 0.53802 0.71777 -3.58092
C 4.41400 -2.00474 -1.12720
H -0.58985 -2.19451 -1.45497
H 1.11672 -1.66272 -3.36722
```


Q: Among the records above, which one has the highest relative energy (zero: lowest compared OMol25 entry of this formula, charge and spin)?
A: C5H13N2O


Q: Number 3 is which compound?
A: C26H50N5O10


Q: Which value of relative energy (zero: lowest compared OMol25 entry of this formula, charge and spin) does entry 1 give?
A: 100.19 kcal/mol